DFT (wB97M-V/def2-TZVPD) results for a structure of composition C16H44ClN4O4Ti at a distorted geometry.

Summary:
⟨S²⟩   3.769
2S+1   4
HOMO energy (alpha / beta)   -8.4 / -7.3 eV
Orbital gap (alpha / beta)   6.1 / 3.6 eV
LUMO (alpha / beta)   -2.31 / -3.69 eV

The geometry in XYZ format:
```
70
Properties=species:S:1:pos:R:3:forces:R:3
Ti 4.256475 3.557965 -2.223515 -0.559 -0.435 0.220
Cl 0.555995 0.921955 -1.367505 0.595 0.410 -0.142
C 5.417565 4.348835 4.658945 1.096 -0.491 0.350
C 6.154685 4.586335 3.338785 -0.913 0.445 0.147
C 7.649755 4.981515 3.498335 -1.067 0.723 -0.294
O 7.654845 6.336245 4.012465 -0.919 -0.820 -0.655
C 8.797925 6.785255 4.664915 0.961 -0.377 -0.153
N 5.966375 3.451145 2.437885 0.382 -0.400 -0.004
H 5.862115 3.433725 5.050145 0.307 0.072 0.691
H 4.365825 4.065405 4.618815 -0.161 0.555 -0.597
H 5.568245 5.201875 5.320545 -0.097 -0.204 0.211
H 5.590745 5.383745 2.854845 0.601 0.556 -0.143
H 8.109945 4.900115 2.513605 0.037 0.523 -0.335
H 8.231025 4.257255 4.069025 -0.192 0.092 0.842
H 8.780745 7.854375 4.876585 -0.729 -0.070 0.099
H 9.672325 6.690145 4.021095 0.330 -0.351 -0.043
H 8.943195 6.216735 5.583485 0.255 0.074 0.205
H 5.018715 3.145795 2.607605 -0.434 0.000 -0.360
H 6.474885 2.667065 2.820955 0.493 -0.339 -0.046
C -5.016695 -3.603625 -5.983995 -0.119 -0.476 -0.239
C -4.434185 -2.299475 -5.432735 -0.701 -0.370 0.318
C -4.952845 -1.956895 -3.990135 -0.989 -0.744 -0.958
O -6.406075 -2.115335 -3.944135 1.749 -0.926 1.100
C -7.135655 -1.092995 -4.521395 0.405 0.339 -0.256
N -3.014075 -2.398575 -5.528725 1.752 -0.042 0.364
H -4.598655 -4.457955 -5.451595 -0.039 -0.040 0.322
H -4.733925 -3.782895 -7.021295 0.303 0.395 -0.075
H -6.100605 -3.718755 -5.984895 0.002 0.385 0.430
H -4.642325 -1.510435 -6.155375 -0.652 0.300 0.303
H -4.523285 -1.015685 -3.647065 -0.691 0.829 -0.319
H -4.566995 -2.600685 -3.199715 -0.049 -0.774 -0.440
H -6.970055 -0.216085 -3.895535 -0.395 0.583 -0.385
H -8.187885 -1.374165 -4.564455 0.051 0.016 0.207
H -6.777765 -0.962395 -5.542645 -0.192 0.577 -0.217
H -2.611675 -3.119285 -4.946695 -0.280 -0.566 0.054
H -2.533715 -1.581225 -5.180445 -0.139 0.524 -0.195
C 5.768405 -5.353885 -0.400505 1.502 -0.460 -0.554
C 4.722905 -4.573155 -1.084125 -0.468 -1.263 -0.195
C 3.563705 -5.437795 -1.577645 -0.110 0.034 -0.734
O 3.996905 -6.469275 -2.459435 -1.113 0.427 -0.703
C 2.858975 -7.081315 -3.117435 0.851 -0.743 0.785
N 4.260345 -3.563245 -0.157325 -0.555 0.836 -0.959
H 6.508065 -4.616915 -0.087645 -0.084 -0.175 0.808
H 6.319815 -5.885915 -1.175745 -0.161 -0.804 0.248
H 5.377995 -6.007425 0.379605 0.320 0.068 0.123
H 5.228535 -4.206325 -1.977365 -0.357 0.866 0.003
H 2.860115 -4.798415 -2.110805 -0.116 0.311 -0.237
H 2.963795 -5.855865 -0.769285 0.181 -0.261 0.551
H 2.351385 -7.686135 -2.366005 -0.161 -0.263 0.004
H 3.244765 -7.737285 -3.897795 0.088 0.049 0.121
H 2.081785 -6.459685 -3.562015 0.425 0.812 0.061
H 3.562585 -3.992995 0.433055 -0.014 -0.193 0.496
H 3.696235 -2.961705 -0.740445 -0.239 0.791 0.182
C -5.139005 4.016025 2.823785 -0.274 1.096 -1.037
C -5.314815 2.620745 3.246025 -0.603 -2.078 1.407
C -6.452655 1.774085 2.571495 0.568 1.218 0.691
O -7.733765 2.399085 2.865835 2.660 0.137 0.778
C -8.812805 1.799955 2.288975 -0.987 -0.633 -1.074
N -4.060545 1.853935 3.241625 0.488 -0.350 -0.694
H -6.075595 4.521325 2.588065 -0.142 0.016 0.270
H -4.581495 4.000375 1.887285 0.247 0.252 -0.095
H -4.594525 4.596295 3.568725 0.055 0.013 -0.087
H -5.587755 2.542655 4.298405 -0.301 0.508 0.204
H -6.351605 0.782705 3.013145 -0.381 -0.142 0.006
H -6.230855 1.693015 1.507385 -0.479 0.081 -0.398
H -9.718425 2.332265 2.579855 0.093 0.146 -0.073
H -8.969125 0.752325 2.546145 0.219 -0.291 0.363
H -8.692685 1.818545 1.205775 -0.336 0.060 -0.384
H -3.311975 2.323365 3.730885 -0.344 0.302 0.997
H -3.603625 1.881645 2.341315 -0.473 -0.345 -0.882
```
Positions in Å, forces in eV/Å.



DFT (wB97M-V/def2-TZVPD) results for a structure of composition C43H65F3N2O5SeSi2Ti at a distorted geometry.

Summary:
Total charge   -2
⟨S²⟩   2.016
2S+1   3
HOMO energy (alpha / beta)   -1.0 / -1.8 eV
Orbital gap (alpha / beta)   5.0 / 5.8 eV
LUMO (alpha / beta)   3.95 / 3.95 eV

The geometry in XYZ format:
```
122
Properties=species:S:1:pos:R:3:forces:R:3
Ti -0.405842 0.575877 1.613006 0.106 0.208 -3.217
C 0.184243 0.698464 -8.126454 -1.356 0.513 0.954
C 1.204015 0.235087 -7.104561 0.658 -0.860 -1.122
C 1.795468 -1.187737 -7.621254 -0.512 1.799 1.992
C 2.371996 1.220778 -7.056318 0.477 0.000 0.392
C 0.530977 0.101498 -5.742803 1.761 0.658 1.438
C 1.038725 0.726180 -4.533704 -0.007 -0.485 -2.151
C 0.510313 0.402325 -3.315854 -0.861 -1.192 -0.474
Se 1.098197 1.392595 -1.813341 0.171 0.201 1.129
C 2.316678 0.310756 -0.698567 -0.937 0.462 -1.720
C 3.656452 0.651379 -0.864293 -0.465 -0.580 2.068
C 4.528219 0.071879 0.049682 0.986 -0.001 -1.054
C 4.183933 -1.179827 0.589023 0.549 1.408 -0.497
C 2.948577 -1.684894 0.420328 -2.681 -0.840 -0.041
C 1.878881 -0.721930 0.148695 0.638 -0.818 -0.168
O 0.671651 -0.840206 0.620514 0.915 0.006 0.039
C 2.711943 -3.232277 0.563618 -0.738 1.841 0.350
C 3.790894 -3.962836 -0.191621 1.229 -0.670 -0.501
C 2.751666 -3.526690 2.046914 -0.176 1.633 0.973
C 1.370761 -3.649144 0.002305 -2.473 -0.347 1.728
C 5.895854 0.684105 0.259470 0.235 -0.358 0.640
C 6.996318 -0.278545 -0.313942 -0.306 1.954 -1.053
C 6.074607 0.913232 1.821543 0.502 1.955 -1.566
C 5.962504 2.074881 -0.400253 0.089 0.364 -0.659
C -0.546743 -0.610508 -3.240819 0.753 0.627 0.309
O -0.744607 -1.197298 -2.119704 -0.850 -0.180 0.133
C -1.232040 -0.973204 -4.447306 -0.141 0.755 0.784
C -0.529594 -0.757489 -5.612039 -0.113 0.225 -0.562
C -2.597004 -1.678763 -4.435500 0.863 0.046 -0.382
C -2.191664 -3.166924 -4.397868 -0.744 -0.040 1.080
C -3.404011 -1.429766 -5.741426 0.623 -0.171 -0.132
C -3.463841 -1.278156 -3.211292 0.527 0.453 -0.175
H 0.567373 0.909346 -9.100367 0.595 -0.232 -0.862
H -0.652784 -0.039432 -8.192121 0.479 0.809 -0.060
H -0.179444 1.681696 -7.755799 -0.312 -0.596 -0.225
H 2.502226 -1.104237 -8.401450 0.804 0.519 -1.090
H 2.314726 -1.617283 -6.773157 -0.002 -0.395 0.170
H 1.018507 -1.828215 -7.963925 -0.779 -0.606 -0.044
H 2.882221 1.374769 -8.013400 -0.439 -0.064 -0.194
H 2.155808 2.228508 -6.615825 -0.002 -0.987 -0.273
H 3.105358 0.683148 -6.456480 0.368 0.530 0.411
H 1.914540 1.380836 -4.583802 -0.474 -0.095 0.070
H 3.946150 1.471922 -1.482019 -0.114 0.245 -0.282
H 4.880902 -1.771983 1.133129 0.826 -0.343 0.157
H 4.793510 -3.758049 0.276297 -0.693 0.026 -0.828
H 3.660580 -5.066713 -0.051222 -0.104 0.729 -0.334
H 3.758143 -3.702108 -1.307150 0.275 -0.369 1.587
H 3.537214 -2.928484 2.509993 0.412 -0.190 0.000
H 1.859001 -3.144559 2.588419 0.253 -0.600 -0.663
H 2.940886 -4.537439 2.285743 -0.043 -1.415 0.259
H 1.111226 -3.263054 -0.987732 0.186 0.036 0.133
H 1.323314 -4.756571 0.005815 0.117 0.331 -0.288
H 0.507923 -3.360244 0.749647 1.622 -0.234 -1.643
H 6.834324 -1.274389 -0.014388 -0.220 -1.231 0.468
H 7.007970 -0.251999 -1.430609 -0.405 -0.044 0.691
H 7.997851 0.023931 -0.052780 0.501 0.197 0.486
H 6.325041 0.048323 2.380075 0.081 -1.002 0.422
H 6.910430 1.647733 1.904115 -0.264 -0.546 0.282
H 5.200477 1.420523 2.268191 0.182 -0.447 -0.326
H 5.944364 2.053164 -1.539958 -0.087 -0.062 1.468
H 5.139962 2.718336 -0.024644 0.246 -0.452 -0.401
H 6.867034 2.613954 -0.104552 0.249 -0.236 -0.071
H -0.730959 -1.323756 -6.505974 -0.829 -0.084 -0.279
H -2.013744 -3.585664 -5.378126 0.162 0.026 -0.347
H -1.288697 -3.231412 -3.795309 -0.045 -0.344 0.093
H -2.977216 -3.750426 -3.910742 -0.026 -0.273 -0.039
H -3.020105 -2.082278 -6.538668 0.227 0.471 -0.033
H -4.401848 -1.815622 -5.604238 -0.639 0.130 0.217
H -3.437386 -0.384327 -6.108520 0.054 -0.505 0.405
H -2.982566 -1.618479 -2.276272 -0.337 0.339 -0.473
H -3.661438 -0.169874 -3.177952 0.428 -0.953 -0.006
H -4.430095 -1.752565 -3.335148 -0.312 -0.240 0.132
C -1.275048 2.359882 6.279689 0.377 0.892 1.437
Si -2.635041 2.947925 5.140497 -1.643 -0.893 -1.259
C -2.167762 4.535835 4.159492 -2.110 -1.532 -1.013
C -4.176101 3.438969 6.215451 -0.293 -0.542 -0.546
C -3.396897 1.657733 3.944031 -0.179 0.096 2.240
C -3.261619 1.867886 2.587302 0.281 -1.193 -1.059
C -4.328988 2.035440 1.682285 -0.447 0.207 -1.632
C -4.117753 2.532727 0.389298 -0.521 -0.993 0.329
C -2.829016 2.907923 0.022851 1.738 1.104 1.023
C -1.794043 2.732884 0.987425 -2.709 -0.689 -1.745
N -1.984116 1.847617 1.996813 -0.529 2.594 1.235
Si -4.381543 0.204005 4.648755 0.594 -0.339 -0.744
C -4.604247 -1.125636 3.267162 1.201 0.022 1.891
C -6.088392 0.427167 5.534578 0.840 1.839 0.587
C -3.143143 -0.602828 5.900132 -1.239 -0.326 -0.415
H -1.041824 3.237986 6.969628 -0.151 -0.964 -0.607
H -0.342492 2.121286 5.757427 -0.219 -0.089 -0.017
H -1.569361 1.502030 6.935226 0.198 0.675 -0.652
H -1.790603 5.346606 4.671698 1.065 1.636 1.605
H -3.071585 4.961633 3.632847 0.680 -0.765 0.372
H -1.454745 4.260453 3.410190 0.496 -0.163 -0.604
H -4.980151 3.849941 5.544503 0.891 -0.047 0.566
H -3.845102 4.158664 6.962027 -0.304 0.279 0.178
H -4.682958 2.587356 6.726925 0.639 0.442 -0.204
H -5.329300 1.804300 2.020218 -0.124 0.165 0.151
H -4.927756 2.648853 -0.358446 0.367 -0.118 0.757
H -2.617208 3.422093 -0.914463 -0.077 0.044 0.312
H -0.878557 3.259966 0.960738 1.169 0.065 -0.595
H -5.046775 -0.751202 2.399052 -0.952 0.575 -1.435
H -5.210531 -1.924251 3.711590 0.160 -0.095 -0.287
H -3.596265 -1.489575 2.976260 -0.541 0.011 0.296
H -6.702607 -0.432752 5.524708 -0.487 -1.283 0.047
H -6.713413 1.228206 5.103998 0.370 -0.110 -0.041
H -5.919381 0.733723 6.603358 -0.151 -0.365 -0.829
H -3.372537 -0.308036 6.913490 0.075 0.208 0.482
H -2.271433 -0.099275 5.554131 1.068 0.083 0.067
H -2.981186 -1.697026 5.897972 -0.274 0.479 -0.278
O -1.480224 0.061265 -0.112852 0.606 -1.137 -0.483
H -2.325575 0.406492 -0.313321 -1.453 0.787 -0.194
H -1.185023 -0.528406 -0.971868 0.397 0.545 0.709
N 1.765193 2.621477 2.637768 1.514 0.583 0.436
C 0.900054 1.879271 2.239280 0.823 0.166 -0.333
H 2.693543 2.825029 2.210766 -1.128 -0.093 0.052
F 0.275845 -0.410878 5.396701 -0.321 -1.445 0.320
C 0.645666 -1.431133 4.563429 -0.883 0.656 -0.229
F 1.797248 -0.954136 4.083461 0.706 -1.091 -0.201
F 0.768415 -2.612323 5.207954 0.776 1.115 0.371
C -0.393738 -1.643768 3.424333 -0.717 -0.591 -0.290
O -0.736616 -2.779367 3.078336 0.571 2.531 0.627
O -0.783602 -0.461944 3.031917 -0.811 -3.340 2.379
```
Positions in Å, forces in eV/Å.



| no. | DFT total energy (hartree) |
| --- | --- |
| 1 | -2465.286392 |
| 2 | -6292.734950 |